1.
ORCA calculation (wB97M-V/def2-TZVPD) on an isolated molecule of C13H13N3O2 at a distorted geometry.

Values from the calculation:
* total energy: -22256.499 eV
* SMILES: COc1ccc(CNc2oc(C)nc2C#N)cc1
* HOMO: -8.12 eV
* energy above the lowest of the compared OMol25 structures with the same formula, charge and spin: 99.0 kJ/mol
* maximum force: 1.61 eV/A

Last column: natural (NBO) charge in e.
Positions of all 31 atoms, in Å:
C (4.87, 2.66, -3.03)  -0.2528
O (4.26, 1.39, -3.00)  -0.4884
C (3.34, 1.13, -2.03)  0.2977
C (2.79, -0.15, -2.04)  -0.2491
C (1.85, -0.52, -1.10)  -0.1676
C (1.43, 0.38, -0.13)  -0.0792
C (0.38, -0.01, 0.87)  -0.2328
N (-0.93, 0.13, 0.25)  -0.5927
C (-2.05, -0.39, 0.80)  0.5276
O (-3.25, 0.04, 0.37)  -0.4247
C (-4.17, -0.72, 1.05)  0.4795
C (-5.61, -0.51, 0.79)  -0.6638
N (-3.64, -1.56, 1.85)  -0.4047
C (-2.27, -1.39, 1.74)  -0.1937
C (-1.34, -2.14, 2.47)  0.2702
N (-0.57, -2.75, 3.07)  -0.3288
C (1.97, 1.66, -0.13)  -0.1946
C (2.92, 2.04, -1.06)  -0.2672
H (5.57, 2.63, -3.86)  0.2028
H (5.41, 2.87, -2.10)  0.1774
H (4.13, 3.45, -3.20)  0.1759
H (3.12, -0.84, -2.80)  0.2269
H (1.43, -1.51, -1.12)  0.2179
H (0.45, 0.61, 1.77)  0.1951
H (0.49, -1.06, 1.16)  0.2297
H (-1.07, 0.97, -0.29)  0.4052
H (-5.84, -0.70, -0.25)  0.2311
H (-5.88, 0.52, 1.02)  0.2302
H (-6.18, -1.18, 1.42)  0.2501
H (1.66, 2.37, 0.62)  0.2095
H (3.32, 3.04, -1.02)  0.2135



2.
ORCA calculation (wB97M-V/def2-TZVPD) on a structure of composition C20H26I2MnN6O2S2 at a distorted geometry.

Values from the calculation:
* total energy: -103392.023 eV
* HOMO (alpha / beta): -7.28 / -7.90 eV
* energy above the lowest of the compared OMol25 structures with the same formula, charge and spin: 37.7 kJ/mol
* spin multiplicity: 6
* maximum force: 1.47 eV/A

Last column: natural (NBO) charge in e.
Positions of all 59 atoms, in Å:
Mn (-0.51, 1.66, -0.43)  1.3276
C (-1.05, -2.87, -1.30)  -0.6537
C (0.29, -2.51, -0.74)  0.1810
N (1.09, -3.47, -0.33)  -0.4023
C (2.29, -3.16, 0.15)  -0.0321
C (2.78, -1.86, 0.18)  -0.0350
C (4.17, -1.61, 0.70)  -0.0903
O (4.09, -0.80, 1.88)  -0.7538
C (1.93, -0.81, -0.27)  -0.2581
C (2.48, 0.51, -0.31)  0.1855
N (1.86, 1.65, -0.46)  -0.5835
C (2.67, 2.81, -0.34)  0.1895
C (3.90, 2.81, 0.36)  -0.2747
C (4.66, 3.95, 0.46)  -0.1913
C (4.23, 5.13, -0.11)  -0.2117
C (3.01, 5.17, -0.78)  -0.2223
C (2.23, 4.03, -0.88)  -0.2253
I (0.37, 4.20, -1.81)  0.2608
C (0.63, -1.11, -0.68)  0.4434
O (-0.23, -0.25, -1.03)  -0.8463
H (-1.09, -3.95, -1.46)  0.2262
H (-1.23, -2.34, -2.23)  0.2220
H (-1.82, -2.58, -0.60)  0.2309
H (2.89, -3.98, 0.51)  0.1872
H (4.80, -1.11, -0.05)  0.1701
H (4.63, -2.57, 0.95)  0.1866
H (4.95, -0.80, 2.31)  0.4778
H (3.53, 0.52, -0.22)  0.1703
H (4.24, 1.92, 0.85)  0.2157
H (5.60, 3.92, 1.01)  0.2144
H (4.82, 6.03, -0.03)  0.2188
H (2.65, 6.09, -1.21)  0.2261
I (-2.93, 3.73, -2.34)  0.0370
C (-2.45, 1.92, -1.27)  -1.1650
H (-2.63, 1.15, -2.03)  0.1862
H (-3.25, 1.86, -0.52)  0.2058
N (1.78, 1.26, 2.92)  -0.7835
C (0.52, 1.04, 2.51)  0.3424
N (0.03, -0.20, 2.54)  -0.7900
S (-0.48, 2.32, 2.01)  -0.3211
H (2.42, 0.50, 2.96)  0.4135
H (2.13, 2.20, 2.81)  0.4203
H (0.64, -0.99, 2.72)  0.3987
H (-0.91, -0.39, 2.15)  0.4270
S (-2.74, -1.21, 1.91)  -0.3407
C (-3.79, -1.53, 0.64)  0.3372
N (-4.71, -2.50, 0.75)  -0.5955
C (-5.65, -2.85, -0.29)  -0.2152
C (-5.03, -2.54, -1.65)  -0.4192
C (-4.56, -1.08, -1.66)  -0.2160
N (-3.72, -0.86, -0.51)  -0.5946
H (-4.72, -2.97, 1.63)  0.4227
H (-6.59, -2.29, -0.16)  0.1901
H (-5.88, -3.91, -0.20)  0.2130
H (-5.76, -2.70, -2.45)  0.2256
H (-4.18, -3.20, -1.82)  0.2176
H (-5.42, -0.40, -1.64)  0.1969
H (-3.98, -0.86, -2.55)  0.2216
H (-3.00, -0.15, -0.55)  0.4317



3.
ORCA calculation (wB97M-V/def2-TZVPD) on a structure of composition C11H23N5O6Y at a distorted geometry.

Values from the calculation:
* total energy: -32548.024 eV
* charge: +1
* HOMO (alpha / beta): -9.39 / -9.41 eV
* energy above the lowest of the compared OMol25 structures with the same formula, charge and spin: 101.8 kJ/mol
* maximum force: 3.93 eV/A

Last column: natural (NBO) charge in e.
Positions of all 46 atoms, in Å:
O (1.62, 1.42, -2.36)  -0.7914
H (1.80, 2.08, -3.05)  0.5541
Y (0.52, 0.67, -0.60)  1.8954
N (-1.79, 0.02, -0.63)  -0.2930
N (-1.05, 2.37, -1.08)  -0.2204
N (0.76, -1.47, 0.38)  -0.2076
N (2.77, 0.00, -0.23)  -0.2636
O (-2.15, -1.24, -0.58)  -0.6822
O (-0.30, -2.21, 0.85)  -0.5218
O (3.95, 0.57, -0.75)  -0.5326
O (-0.52, 3.48, -1.40)  -0.5238
C (-2.39, 2.26, -0.81)  0.0942
C (-2.77, 0.95, -0.45)  0.1909
C (1.95, -1.90, 0.84)  0.2062
C (3.06, -1.06, 0.53)  0.2748
C (-4.10, 0.57, 0.12)  -0.6718
H (-3.99, 0.19, 1.15)  0.2317
H (-4.55, -0.22, -0.49)  0.2582
H (-4.78, 1.42, 0.15)  0.2261
C (-3.29, 3.44, -0.85)  -0.6652
H (-3.11, 4.02, -1.77)  0.2490
H (-3.12, 4.10, 0.01)  0.2313
H (-4.34, 3.13, -0.84)  0.2212
C (2.08, -3.11, 1.68)  -0.6920
C (4.47, -1.35, 0.87)  -0.6944
H (1.16, -3.69, 1.68)  0.2800
H (2.31, -2.83, 2.72)  0.2495
H (2.91, -3.75, 1.33)  0.2496
H (5.08, -0.45, 0.83)  0.2726
H (4.90, -2.09, 0.17)  0.2685
H (4.54, -1.79, 1.87)  0.2491
H (-1.09, -1.88, 0.28)  0.5053
H (3.66, 1.14, -1.48)  0.4952
C (0.90, 0.14, -2.93)  -0.3534
H (-0.19, 0.29, -3.02)  0.2732
H (1.16, -0.76, -2.33)  0.2237
H (1.33, 0.00, -3.93)  0.2743
O (-1.86, -3.17, -2.75)  -0.9512
H (-0.90, -3.29, -2.84)  0.4452
H (-1.94, -2.51, -2.02)  0.4936
C (-0.62, 1.04, 4.09)  -0.7476
C (-0.14, 1.15, 2.73)  0.5379
N (0.26, 1.28, 1.65)  -0.5053
H (-1.27, 0.15, 4.16)  0.2902
H (-1.18, 1.94, 4.33)  0.2922
H (0.25, 0.93, 4.75)  0.2841



4.
ORCA calculation (wB97M-V/def2-TZVPD) on a structure of composition C19H36N3O5P2Tl at a distorted geometry.

Values from the calculation:
* total energy: -58262.075 eV
* HOMO (alpha / beta): -4.05 / -3.99 eV
* energy above the lowest of the compared OMol25 structures with the same formula, charge and spin: 281.1 kJ/mol
* maximum force: 2.16 eV/A

Last column: Mulliken charge in e.
Positions of all 66 atoms, in Å:
C (4.49, 2.68, -1.16)  -0.8391
C (3.36, 2.06, -0.62)  0.4652
N (2.52, 1.34, -1.40)  0.1397
C (2.71, 1.28, -2.72)  0.4755
C (3.82, 1.89, -3.32)  -0.6589
C (4.74, 2.59, -2.53)  -0.5950
C (3.10, 2.17, 0.87)  -0.8938
P (2.05, 0.84, 1.54)  0.6796
Tl (0.02, 0.94, 0.09)  0.4806
P (0.09, 0.27, -2.92)  1.0033
C (1.72, 0.52, -3.63)  -1.0693
O (1.80, 4.46, 1.62)  -0.7211
O (-0.58, 3.35, 1.68)  -0.7053
H (5.15, 3.22, -0.49)  0.5035
H (3.94, 1.76, -4.40)  0.4113
H (5.61, 3.06, -2.98)  0.4016
C (3.04, -0.64, 1.82)  -1.2270
C (1.42, 1.36, 3.15)  -1.3742
H (1.57, 1.08, -4.57)  0.4721
H (2.12, -0.48, -3.86)  0.4136
H (2.56, 3.19, 1.12)  0.1190
H (4.04, 2.17, 1.43)  0.5623
C (-0.87, -1.07, -3.61)  -1.3121
C (-0.84, 1.79, -3.27)  -1.2281
H (-0.59, 3.02, 0.65)  -0.5552
H (-1.50, 3.48, 1.93)  0.1950
H (0.82, 4.19, 1.73)  0.4548
H (1.81, 5.11, 0.90)  0.3055
H (0.40, -0.38, -1.70)  -0.1084
H (-0.32, 2.73, -0.50)  0.5109
H (3.72, -0.48, 2.68)  0.3926
H (2.36, -1.49, 2.03)  0.2722
H (3.64, -0.88, 0.93)  0.3634
H (2.24, 1.74, 3.77)  0.4121
H (0.66, 2.14, 3.02)  0.3350
H (0.94, 0.50, 3.64)  0.3973
H (-1.04, 1.74, -4.36)  0.4923
H (-1.77, 1.86, -2.70)  0.3158
H (-0.23, 2.68, -3.06)  0.3397
H (-0.96, -0.90, -4.69)  0.4368
H (-0.37, -2.03, -3.40)  0.3766
H (-1.85, -1.08, -3.12)  0.3523
C (-1.73, -4.10, 2.99)  -1.3772
C (-2.85, -3.11, 2.82)  -0.6572
C (-2.97, -2.40, 1.44)  2.0706
C (-3.23, -3.36, 0.24)  -0.8955
C (-2.12, -4.29, -0.17)  -1.1207
C (-4.19, -1.46, 1.52)  -0.2944
O (-5.23, -1.77, 2.08)  -0.6633
N (-4.11, -0.24, 0.88)  0.0533
C (-2.99, 0.31, 0.28)  0.1014
O (-3.04, 1.40, -0.33)  -0.6535
N (-1.85, -0.41, 0.46)  -0.2648
C (-1.72, -1.55, 1.16)  -0.3121
O (-0.56, -1.89, 1.50)  -0.6055
H (-1.98, -5.08, 2.58)  0.2863
H (-1.53, -4.22, 4.05)  0.4122
H (-0.82, -3.72, 2.52)  0.3246
H (-3.81, -3.59, 3.03)  0.4045
H (-2.73, -2.32, 3.57)  0.4360
H (-4.13, -3.94, 0.50)  0.3863
H (-3.50, -2.73, -0.62)  0.3733
H (-1.92, -5.06, 0.58)  0.2438
H (-2.42, -4.81, -1.09)  0.4414
H (-1.19, -3.77, -0.38)  0.2263
H (-4.94, 0.32, 0.83)  0.2919